Entry 1:
A molecular structure, ClO5S2 in a non-equilibrium geometry, computed with wB97M-V/def2-TZVPD.

F_max: 0.086 hartree/bohr
E_tot: -1632.831477 hartree
charge: -1
ΔE to the lowest compared entry with this formula, charge and spin: 6.37 kcal per mole

XYZ file:
```
8
ClO5S2 | the OMol25 dataset | wB97M-V/def2-TZVPD
O -0.94 2.16 0.91
O -1.17 -0.27 -0.40
O -0.28 0.11 2.01
O 0.48 -2.09 -0.38
O 1.20 0.31 -0.27
S 0.14 1.25 1.28
S 0.18 -0.74 -0.58
Cl 0.38 -0.73 -2.56
```

***

Entry 2:
2 unconnected molecules or ions with the total composition ClOS2 in a non-equilibrium geometry, computed with wB97M-V/def2-TZVPD.

F_max: 0.046 hartree/bohr
E_tot: -1331.792003 hartree
charge: -1
ΔE to the lowest compared entry with this formula, charge and spin: 58.92 kcal per mole

XYZ file:
```
4
ClOS2 | the OMol25 dataset | wB97M-V/def2-TZVPD
O -0.81 0.95 0.20
S -0.44 -2.33 -1.31
S 0.37 0.31 -0.38
Cl 1.72 -0.01 1.21
```

***

Entry 3:
A molecular structure, ClRb, computed with wB97M-V/def2-TZVPD.

F_max: 0.000 hartree/bohr
E_tot: -484.308219 hartree
ΔE to the lowest compared entry with this formula, charge and spin: 0.00 kcal per mole

XYZ file:
```
2
ClRb | the OMol25 dataset | wB97M-V/def2-TZVPD
Rb 4.03 -20.53 4.32
Cl 3.38 -22.65 6.15
```

***

Entry 4:
A molecular structure, Cr2F4H18O13P2 in a non-equilibrium geometry, computed with wB97M-V/def2-TZVPD.

multiplicity: 7
F_max: 0.202 hartree/bohr
E_tot: -4158.644332 hartree
⟨S²⟩: 12.08
charge: +4
ΔE to the lowest compared entry with this formula, charge and spin: 2.55 kcal per mole

XYZ file:
```
39
Cr2F4H18O13P2 | the OMol25 dataset | wB97M-V/def2-TZVPD
Cr 0.34 2.75 -0.26
Cr 0.55 -2.20 2.70
O 0.13 0.73 -0.53
P 0.00 -0.76 -0.49
O 0.39 -1.61 0.71
F 0.54 -1.42 -1.78
F -1.57 -0.91 -0.61
O 0.74 2.01 1.53
P 0.68 1.24 2.84
O 0.62 -0.28 2.81
F -0.60 1.63 3.60
F 1.88 1.70 3.72
O 1.89 2.26 -1.56
H 2.30 1.35 -1.53
H 2.14 2.61 -2.44
O 1.76 -0.96 -4.00
H 1.48 -1.45 -4.78
H 1.18 -1.24 -3.29
O -0.94 2.77 -1.84
H -1.76 3.30 -1.77
H -0.96 2.37 -2.72
O 2.76 0.59 -2.15
H 3.47 1.08 -2.60
H 2.38 0.00 -2.86
O 2.47 -2.57 1.98
H 2.57 -3.26 1.30
H 3.37 -2.33 2.25
O -1.86 2.01 0.77
H -2.35 2.35 1.53
H -2.52 1.50 0.25
O -3.70 0.47 -0.84
H -2.98 -0.18 -0.72
H -3.88 0.47 -1.79
O -0.83 -3.57 1.89
H -0.56 -4.38 1.40
H -1.79 -3.63 1.96
O -2.08 -0.84 2.32
H -2.82 -1.40 2.07
H -2.46 -0.20 2.94
```